1.
Molecular formula: C5H14N2
Method: DFT, ωB97M-V/def2-TZVPD

Properties
HOMO energy	-8.46	eV
HOMO-LUMO gap	9.59	eV
SMILES	CC[C@H](C)NCN
energy above the lowest of the compared OMol25 structures with the same formula, charge and spin	70.7	kJ/mol

Structure (XYZ):
```
21
C5H14N2 ωB97M-V/def2-TZVPD
C -0.88 1.63 -0.45
H -2.03 -0.55 -0.02
H 2.62 1.53 1.63
N -0.96 -2.68 -1.26
H 0.35 -2.17 0.28
H -0.17 2.41 -0.20
C -0.70 -2.12 0.03
C 2.05 1.53 0.70
H -1.29 1.77 -1.44
H 2.69 1.43 -0.18
H 1.61 2.52 0.58
H -1.92 -2.53 -1.52
H -1.64 1.72 0.34
C -0.16 0.31 -0.23
H -0.37 -2.32 -1.99
H 0.39 0.84 1.75
H 1.33 -0.48 1.17
N -1.07 -0.72 0.24
H -1.23 -2.64 0.82
H 0.43 0.02 -1.11
C 0.94 0.48 0.87
```



2.
Molecular formula: C28H72B2BeF8N4O12
Method: DFT, ωB97M-V/def2-TZVPD

Properties
HOMO energy	-7.95	eV
HOMO-LUMO gap	7.04	eV

Structure (XYZ):
```
127
C28H72B2BeF8N4O12 ωB97M-V/def2-TZVPD
H -22.39 25.19 -5.79
H -21.70 21.84 -16.72
H -22.78 25.80 -7.45
H -28.16 22.99 -17.17
O -17.35 19.07 -14.62
H -28.72 16.84 -14.08
H -25.12 19.11 -9.78
C -21.60 16.69 -17.11
C -16.82 18.34 -13.56
N -28.97 20.10 -13.30
H -23.67 21.98 -6.85
H -23.61 17.32 -10.80
H -23.66 20.08 -17.18
H -16.11 18.62 -16.25
H -20.34 18.06 -15.02
H -17.41 17.44 -13.37
H -30.97 15.93 -12.30
C -24.98 22.70 -8.40
N -24.01 22.79 -9.51
C -21.46 17.69 -19.24
C -17.16 18.65 -15.94
O -22.02 23.78 -7.12
B -24.00 14.60 -13.43
H -25.85 22.26 -8.88
B -24.36 22.37 -12.94
H -30.11 17.86 -14.03
C -21.73 23.42 -8.48
C -20.12 21.63 -10.87
O -24.66 20.42 -7.65
H -24.71 18.30 -16.58
H -16.85 18.88 -12.62
H -25.45 19.18 -6.09
H -21.19 25.74 -7.07
H -18.53 21.32 -12.88
C -20.07 17.61 -11.96
F -24.16 13.20 -13.37
H -21.50 16.56 -13.10
C -24.67 21.77 -7.25
O -28.93 21.88 -15.58
H -20.77 21.16 -10.13
C -28.11 21.24 -13.40
H -23.62 20.65 -10.00
C -18.00 17.43 -16.28
H -21.89 22.17 -14.41
H -25.33 21.91 -6.40
H -19.28 18.33 -12.18
H -25.30 23.70 -8.11
H -19.36 21.92 -15.20
O -24.03 17.80 -12.65
Be -22.45 19.69 -13.10
H -25.39 19.82 -11.39
C -23.39 20.43 -16.18
H -29.35 15.20 -12.41
F -23.37 14.96 -14.61
F -23.06 22.40 -12.59
C -22.10 25.19 -6.85
H -20.40 17.46 -19.38
H -24.78 17.75 -14.88
H -21.32 20.22 -16.65
C -28.93 22.25 -16.92
H -25.68 19.17 -15.40
H -27.20 21.08 -12.82
C -19.95 21.29 -14.53
F -25.09 22.71 -11.80
O -23.54 19.30 -15.33
H -21.96 16.89 -19.79
O -23.48 20.03 -10.72
C -24.70 19.23 -10.78
N -19.44 17.72 -16.55
H -22.07 16.84 -16.14
H -22.05 15.82 -17.60
F -23.20 15.09 -12.41
H -19.69 20.24 -14.68
F -24.69 23.23 -13.93
C -28.29 18.88 -13.71
N -21.42 21.34 -14.75
C -22.93 23.80 -9.39
C -24.52 19.51 -6.55
C -24.43 17.84 -11.29
H -28.80 21.35 -17.52
H -27.38 18.78 -13.11
H -22.55 23.92 -10.41
H -23.74 19.78 -5.84
H -24.12 16.88 -12.91
H -19.50 22.81 -13.03
H -23.32 24.79 -9.15
H -28.02 19.03 -14.76
C -27.73 21.61 -14.83
H -19.63 16.02 -17.75
C -21.88 20.97 -16.10
H -25.29 17.16 -11.21
H -19.98 15.85 -15.98
O -29.27 17.26 -12.14
H -15.81 17.95 -13.68
F -25.18 15.29 -13.31
H -19.69 16.80 -11.33
H -27.26 22.59 -14.95
H -29.80 15.77 -10.86
C -19.52 21.72 -13.09
C -20.59 17.12 -13.32
H -29.80 20.20 -13.86
O -21.19 18.28 -11.35
O -20.48 21.18 -12.17
C -29.94 15.98 -11.92
H -19.09 21.43 -10.59
H -21.13 18.29 -10.39
C -29.19 17.64 -13.50
O -20.82 18.24 -14.20
H -29.87 22.67 -17.26
H -24.14 18.58 -6.96
H -24.10 21.23 -15.99
H -21.47 22.37 -8.32
H -20.79 23.93 -8.71
H -24.42 22.73 -10.43
O -21.86 17.87 -17.85
H -28.66 22.05 -12.93
C -24.75 18.62 -15.54
H -19.83 16.45 -13.72
H -20.26 22.70 -10.71
H -17.53 17.20 -17.24
H -27.07 20.83 -15.22
H -19.56 18.23 -17.41
H -17.55 19.49 -16.51
H -17.96 16.61 -15.56
C -20.07 16.47 -16.87
F -24.66 21.07 -13.37
H -21.67 18.66 -19.70
```



3.
Molecular formula: C34H45BrF3N2O9PPdS2
Method: DFT, ωB97M-V/def2-TZVPD

Properties
HOMO energy (alpha / beta)	-2.69 / -3.04	eV
HOMO-LUMO gap (alpha / beta)	6.36 / 6.71	eV
<S²>	2.01
multiplicity	3
charge	-2
energy above the lowest of the compared OMol25 structures with the same formula, charge and spin	7.1	kJ/mol

Structure (XYZ):
```
98
C34H45BrF3N2O9PPdS2 ωB97M-V/def2-TZVPD
O -1.24 0.95 4.02
C -5.54 -3.25 1.38
H -1.24 -1.46 0.29
C 0.73 1.83 -1.43
O 2.30 -4.46 -0.02
H -0.75 -1.01 -2.12
P 0.06 1.11 0.13
H 0.35 2.85 -3.96
C 0.11 2.37 1.46
C 0.23 3.22 -1.85
O 1.26 -0.83 -2.80
C -3.35 -0.56 2.93
C 2.85 -0.02 2.97
Br 4.00 -3.02 -6.95
H 0.42 4.56 -3.55
H -1.94 2.99 1.75
H -1.16 3.82 0.41
O -0.60 -1.11 5.17
H -3.79 -0.66 -2.35
O 0.15 -3.41 -0.61
S -0.78 -0.43 3.90
H 2.64 0.87 -1.06
H -5.77 -2.82 0.41
O 2.88 -0.05 1.68
H 2.70 4.28 -2.64
C 2.29 3.50 -3.30
C -4.36 -2.55 2.01
H 1.90 2.86 3.76
H -0.38 3.34 4.04
C -2.05 -2.57 2.73
C -3.16 -3.22 2.19
C 3.10 -2.29 -2.97
H 0.59 3.97 -1.14
H -1.58 1.39 -2.77
H 2.29 2.34 1.52
H 0.29 4.95 4.27
C -1.92 -0.85 -0.31
H 1.60 3.84 0.91
H 5.56 -4.46 -4.90
H 1.71 -0.64 4.69
C -2.68 1.46 -0.91
N 4.88 -3.90 -3.03
C -1.73 0.65 -0.01
C 0.13 -5.70 0.56
F 0.09 -6.35 -0.61
H -1.11 -3.08 2.85
C -2.56 1.10 -2.39
O 0.87 -3.46 1.71
H 3.89 2.12 -2.81
H -2.93 -1.11 0.03
H 2.46 1.36 -3.50
H 2.27 4.44 3.10
C 1.75 -0.85 3.62
H -0.06 1.76 2.34
H -3.41 0.48 3.24
C 2.26 1.83 -1.42
C -2.15 -1.23 3.09
H -3.30 1.68 -2.96
H 4.03 -3.20 -1.27
H -1.94 -2.27 -1.91
H -0.85 3.28 -1.86
H -3.06 -4.25 1.89
C 1.47 3.04 1.66
H -1.57 5.12 2.66
C -1.00 3.44 1.42
H 2.63 2.58 -0.72
F 0.76 -6.49 1.44
H -2.55 2.53 -0.76
C 3.97 -3.03 -5.04
H 0.43 1.09 -2.18
H -3.70 1.22 -0.58
O 2.39 -1.38 -0.93
C 4.86 -3.84 -4.36
C 1.53 3.63 3.08
F -1.14 -5.56 0.99
H 2.65 3.72 -4.31
Pd 1.16 -0.92 0.78
C 2.79 2.14 -2.81
C 3.07 -2.24 -4.35
H -5.34 -4.31 1.24
H -0.07 5.37 1.79
C -1.78 -1.20 -1.78
H -2.04 0.80 1.03
H -6.44 -3.15 2.00
S 0.97 -4.07 0.38
H 2.35 -1.60 -4.84
C -4.45 -1.21 2.39
C 0.77 3.57 -3.25
N 0.46 -0.60 2.95
C 0.16 4.15 3.54
O 3.68 0.57 3.65
C 4.02 -3.14 -2.35
H -2.64 -0.63 -3.68
C -0.65 4.63 2.35
H -5.39 -0.68 2.26
C 2.15 -1.42 -2.17
H 2.01 -1.91 3.50
C -2.76 -0.39 -2.62
```



4.
Molecular formula: C44H121N11O11
Method: DFT, ωB97M-V/def2-TZVPD

Properties
HOMO energy	-9.02	eV
HOMO-LUMO gap	9.33	eV
SMILES	COC[C@H](C)N.COC[C@H](C)N.COC[C@H](C)N.COC[C@H](C)N.COC[C@H](C)N.COC[C@H](C)N.COC[C@H](C)N.COC[C@H](C)N.COC[C@H](C)N.COC[C@H](C)N.COC[C@H](C)N
energy above the lowest of the compared OMol25 structures with the same formula, charge and spin	564.4	kJ/mol

Structure (XYZ):
```
187
C44H121N11O11 ωB97M-V/def2-TZVPD
H -3.28 -2.29 0.12
H -0.11 -4.98 -8.23
C -1.65 2.31 8.46
C 8.23 -9.00 2.18
C 1.17 1.11 12.39
H -3.10 -4.01 -0.09
H -1.44 2.32 1.53
H 1.33 0.19 12.95
C 2.22 -6.16 5.47
H -6.46 0.02 4.57
N -4.89 -2.14 6.70
H -11.50 2.75 -2.45
H 9.70 -8.39 4.10
H -7.07 -3.63 6.22
H 2.09 6.04 -1.61
O 0.46 6.44 -5.34
C -10.48 2.43 -2.25
H -3.01 -3.80 -2.62
H 2.18 1.42 12.12
H 5.46 1.34 -10.66
H -0.86 -3.67 3.79
H 7.14 -5.77 -1.36
H 1.17 -6.31 5.20
H 3.60 2.93 -7.14
C -4.66 -3.17 -1.33
O -7.78 3.08 -0.78
C 8.63 -6.52 1.52
C 1.58 -3.41 -7.69
H -0.38 6.55 4.53
C 4.45 1.64 -10.94
H -2.89 1.29 10.38
H -10.34 1.98 -1.27
H 5.30 -4.69 -10.25
N 9.75 -7.60 3.46
C 2.85 2.24 -7.55
H -0.78 2.47 11.19
H 3.18 0.43 -6.41
H -1.67 1.93 7.44
N -9.54 3.91 -3.96
H 0.25 -2.56 4.63
H 2.54 -2.90 -7.65
C -1.13 1.25 9.40
O 3.83 2.34 -9.89
H 3.06 -3.51 3.41
H -6.15 -4.34 -2.04
C 0.05 -3.61 4.39
C -3.77 -3.03 -2.58
C -0.01 7.71 -5.74
H -4.94 -5.22 -1.39
H 10.08 -8.15 1.49
O 0.39 0.70 11.30
H 1.50 0.73 -6.69
O 7.98 -6.80 0.29
C 2.40 -3.98 4.14
H 1.42 -1.65 -1.96
C -6.43 2.67 -0.55
H 4.59 -3.75 -11.50
H 7.91 -6.13 2.23
H 10.73 -7.43 3.30
C 2.59 9.80 3.28
C 2.91 -4.72 -9.33
H 0.90 2.07 0.58
H -0.15 4.84 -4.21
C 2.61 7.25 3.47
H 0.39 5.99 2.97
C 1.66 5.91 -2.60
H 4.75 -5.97 5.36
N 4.50 8.48 2.54
H 2.27 1.69 -5.53
H 3.25 10.64 3.10
N 4.39 -5.14 4.92
H -1.46 5.88 -1.69
H 1.51 -4.05 -6.82
H -0.45 1.24 2.56
C -0.31 5.92 -4.19
C 2.45 1.24 -6.50
H -1.80 -1.71 -3.98
C -7.96 3.05 -2.23
H 8.02 -4.83 -0.26
H 2.72 -5.34 -10.20
H 1.69 4.82 -2.64
H -0.54 0.55 8.81
H 0.65 8.26 -6.41
H 1.11 -6.13 -8.16
H 0.17 1.56 -1.44
H 2.45 -1.89 -0.61
H -1.66 0.57 1.47
N 1.72 3.04 -7.90
H 8.60 -9.83 2.78
H 2.00 3.36 -8.82
O 1.63 0.02 -0.88
C -6.93 -2.87 5.45
H 3.22 6.41 3.80
H 3.00 -0.95 -2.08
H 2.73 0.76 -9.12
H 9.46 -5.81 1.45
H -5.08 0.19 5.78
C 7.36 -5.70 -0.29
H 2.41 -3.43 5.08
N -0.61 1.55 -0.81
O -3.23 -1.71 -2.45
H 4.40 1.02 -8.61
H 2.16 -5.72 6.46
C -6.13 -1.65 6.04
C -8.11 -2.20 3.48
H -1.38 6.06 -4.37
H 4.52 2.42 -11.69
H 6.44 -5.48 0.25
H -6.21 1.75 -1.07
H 0.61 1.86 12.95
H 0.52 2.25 10.01
C -2.71 -1.21 -3.65
C -5.66 -0.47 5.13
H -9.24 3.17 -4.57
H -4.38 -3.16 -3.48
C 4.77 -3.76 -10.42
C 0.25 6.37 -2.76
N -0.46 5.80 -1.64
H -10.52 3.82 -4.20
H -2.60 2.79 8.67
N -2.31 0.58 9.98
C 1.53 -4.28 -8.95
C 0.88 -0.06 0.31
H 1.94 10.09 4.10
H -2.38 -0.17 -3.58
H -7.79 2.03 -2.58
H 1.23 -3.63 -9.78
C 3.02 -5.30 4.39
H -4.43 -1.46 7.28
H -10.41 1.63 -2.98
O 1.12 -4.17 3.62
H 3.41 -5.27 -8.54
C 2.19 -1.15 -1.37
H -9.10 -1.95 3.12
C 3.45 1.52 -8.82
H -4.42 -3.39 0.87
C 0.54 6.25 4.02
H -6.39 2.59 0.54
H -3.32 -1.15 -4.55
N -5.46 -4.36 -1.30
H -7.29 3.70 -2.79
H 0.19 -0.90 0.33
H 4.21 -4.63 5.77
H -9.69 4.37 -1.93
C -0.92 1.36 1.59
H -0.86 3.06 8.38
H 1.84 3.85 -7.30
H -7.81 -3.08 2.90
H -0.43 4.79 -1.65
O 3.63 -3.56 -9.70
H -0.06 -4.18 5.32
H -5.71 3.44 -0.84
H 0.71 -2.76 -7.57
H 2.00 9.64 2.38
C -3.84 -3.21 -0.04
H -5.34 -2.33 -1.19
H -1.15 0.70 -0.97
H 0.80 5.32 4.52
H -6.71 -1.29 6.88
O -8.16 -2.45 4.90
H 5.43 -2.90 -10.31
H -0.95 7.57 -6.27
H 2.69 -7.14 5.51
H -5.00 -0.98 4.43
C -0.27 1.74 10.56
H 3.93 8.66 4.50
N 0.67 -5.41 -8.71
H 0.17 7.44 -2.59
H 5.24 9.14 2.73
C 3.44 8.51 3.54
C -9.44 3.50 -2.54
H -7.45 -1.36 3.26
H -5.19 -2.83 7.37
C 0.14 1.30 0.41
H 2.42 7.12 2.40
H 3.05 -5.80 3.42
H 1.57 -0.23 1.13
C 9.24 -7.82 2.10
H 2.31 6.30 -3.39
H -6.25 -3.28 4.70
H 3.91 0.76 -11.28
H 7.23 -8.75 2.54
O 1.42 7.27 4.29
H -0.21 8.37 -4.90
H -1.96 0.04 10.76
H 4.94 7.57 2.64
H 8.06 -9.25 1.13
```



Record-wise F_max values, in eV/Å: 1.6 3.0 0.7 3.3